Entry 1:
82
Properties=species:S:1:pos:R:3 method="wB97M-V/def2-TZVPD" charge=+1 orbital_gap_ev="4.88 / 4.88" energy_ev=-77269.378 de_lowest_kcal_mol=40.1 e_homo_ev="-8.10 / -8.11" spin_multiplicity=1 lumo_energy_ev="-3.22 / -3.22" fmax_ev_per_a=4.87
Sc 1.077 -0.777 0.525
C -0.971 -1.497 1.906
C -0.581 -2.532 0.995
C 1.177 -2.162 2.460
C 0.100 -1.274 2.814
C 0.740 -2.958 1.352
C -2.366 -1.021 2.143
H -3.068 -1.398 1.388
H -2.425 0.077 2.146
H -2.729 -1.376 3.122
C 0.000 -0.483 4.062
H -0.885 -0.790 4.646
H -0.111 0.591 3.850
H 0.886 -0.618 4.689
C 2.439 -2.311 3.224
H 2.228 -2.574 4.269
H 3.017 -1.378 3.247
H 3.070 -3.097 2.793
C 1.479 -4.121 0.785
H 1.705 -4.844 1.580
H 2.439 -3.844 0.326
H 0.874 -4.642 0.033
C -1.495 -3.266 0.075
H -1.707 -4.268 0.478
H -1.063 -3.406 -0.925
H -2.458 -2.755 -0.020
C -2.676 2.912 -0.827
C -3.885 2.510 -1.242
C -4.120 1.397 -2.223
C -3.110 1.467 -3.384
C -1.976 0.393 -3.258
C -1.941 -0.170 -1.936
C -1.630 0.596 -0.738
C -1.400 2.116 -0.986
H -5.145 1.429 -2.605
H -2.675 2.466 -3.444
H -4.054 0.422 -1.722
H -0.954 2.274 -1.994
H -2.542 3.882 -0.321
H -4.786 3.045 -0.910
H -0.629 2.501 -0.289
H -2.447 0.418 -0.018
H -1.910 -1.266 -1.870
H -0.699 0.250 -0.171
H -3.641 1.295 -4.333
H -2.283 -0.405 -3.956
P -0.243 0.834 -3.757
C -0.279 2.571 -4.268
C -0.194 -0.065 -5.357
P 1.045 -1.069 -1.782
C 1.262 0.391 -2.899
C 0.484 -2.312 -3.001
C 2.743 -1.606 -1.406
H 0.648 3.074 -3.964
H -1.126 3.152 -3.885
H -0.364 2.587 -5.363
H 0.191 0.612 -6.127
H -1.212 -0.371 -5.638
H 0.438 -0.957 -5.321
H 3.316 -1.096 -2.192
H 2.845 -2.706 -1.531
H 3.174 -1.309 -0.413
H 1.698 1.252 -2.355
H 1.999 0.067 -3.658
H 0.780 -3.302 -2.611
H 1.002 -2.136 -3.953
H -0.606 -2.340 -3.185
O 0.951 4.151 3.343
C 1.670 3.145 3.851
C 1.801 3.060 5.246
C 2.640 2.099 5.796
C 3.385 1.243 4.966
C 3.189 1.263 3.579
C 2.293 2.173 3.005
C 1.771 2.048 1.620
O 1.095 2.971 1.106
O 2.044 0.935 0.999
H 0.904 3.933 2.348
H 1.234 3.757 5.860
H 2.724 2.024 6.878
H 4.105 0.547 5.404
H 3.726 0.575 2.927

Entry 2:
82
Properties=species:S:1:pos:R:3 method="wB97M-V/def2-TZVPD" charge=+1 orbital_gap_ev="5.45 / 4.68" energy_ev=-61258.494 de_lowest_kcal_mol=71.4 e_homo_ev="-8.98 / -9.07" spin_multiplicity=1 lumo_energy_ev="-3.53 / -4.38" fmax_ev_per_a=3.41
Tl -0.332 -1.326 -1.319
C 1.324 -0.802 2.092
C 1.821 0.487 1.764
C -0.357 0.725 2.464
C -0.028 -0.655 2.515
C 0.784 1.430 1.996
C 2.086 -2.069 2.047
H 2.823 -2.060 1.233
H 1.418 -2.927 1.903
H 2.642 -2.240 2.984
C -0.959 -1.730 2.908
H -0.429 -2.682 3.027
H -1.750 -1.865 2.150
H -1.449 -1.490 3.865
C -1.657 1.300 2.861
H -1.852 1.131 3.931
H -2.482 0.841 2.297
H -1.678 2.379 2.675
C 0.882 2.895 1.830
H 1.170 3.388 2.771
H -0.082 3.318 1.520
H 1.634 3.160 1.078
C 3.191 0.799 1.304
H 3.855 1.050 2.145
H 3.192 1.659 0.624
H 3.637 -0.054 0.779
C 0.622 -1.662 -6.045
C 1.883 -2.192 -5.521
C 3.235 -1.650 -5.981
C 3.231 -0.149 -6.321
C 2.276 0.591 -5.424
C 1.167 1.190 -5.951
C 0.468 0.679 -7.178
C 0.586 -0.850 -7.313
H 3.551 -2.203 -6.880
H 2.983 0.001 -7.385
H 3.993 -1.859 -5.209
H 1.457 -1.120 -7.933
H -0.331 -2.175 -5.870
H 1.953 -3.283 -5.444
H -0.302 -1.211 -7.856
H -0.596 0.978 -7.154
H 0.767 2.136 -5.570
H 0.885 1.130 -8.098
H 4.254 0.239 -6.172
H 2.732 0.909 -4.481
P 1.169 -1.517 -4.001
C 0.447 -3.194 -3.657
C 2.572 -1.282 -2.890
P -0.017 1.459 -2.790
C -0.080 -0.130 -3.889
C 1.485 2.478 -3.087
C -1.368 2.370 -3.624
H -0.289 -3.252 -2.846
H 1.278 -3.885 -3.421
H -0.070 -3.594 -4.548
H 3.387 -0.765 -3.410
H 2.942 -2.265 -2.553
H 2.310 -0.693 -2.003
H -1.393 2.186 -4.708
H -1.262 3.445 -3.418
H -2.303 2.016 -3.164
H -1.087 -0.585 -3.739
H -0.158 0.263 -4.922
H 1.530 3.247 -2.296
H 1.523 2.980 -4.062
H 2.378 1.856 -2.949
O -4.871 1.991 -0.645
C -5.500 0.842 -0.377
C -6.906 0.810 -0.333
C -7.562 -0.385 -0.054
C -6.848 -1.566 0.193
C -5.457 -1.550 0.153
C -4.775 -0.364 -0.140
C -3.283 -0.367 -0.249
O -2.698 -1.476 -0.067
O -2.692 0.731 -0.559
H -3.874 1.734 -0.647
H -7.438 1.740 -0.528
H -8.650 -0.397 -0.028
H -7.363 -2.501 0.416
H -4.861 -2.444 0.336

Entry 3:
92
Properties=species:S:1:pos:R:3 method="wB97M-V/def2-TZVPD" charge=+2 orbital_gap_ev=7.04 energy_ev=-80704.407 e_homo_ev=-13.07 spin_multiplicity=1 lumo_energy_ev=-6.02 fmax_ev_per_a=0.79
Al -0.538 -0.556 0.011
C -1.675 5.059 -2.547
C -1.320 5.066 -1.064
N -0.350 4.023 -0.680
C 1.064 4.408 -0.624
C 1.794 4.186 -1.947
C -0.766 2.796 -0.420
S 0.423 1.612 0.091
N -2.077 2.558 -0.542
C -2.659 1.398 -0.534
O -2.014 0.256 -0.503
C -4.129 1.372 -0.596
C -4.844 0.215 -0.914
C -6.227 0.231 -0.958
C -6.919 1.400 -0.678
C -6.222 2.560 -0.365
C -4.842 2.549 -0.328
H -2.396 5.853 -2.737
H -2.126 4.109 -2.833
H -0.804 5.240 -3.173
H -2.221 4.912 -0.480
H -0.884 6.024 -0.787
H 1.550 3.840 0.166
H 1.104 5.459 -0.347
H 1.711 3.147 -2.266
H 2.849 4.429 -1.826
H 1.391 4.818 -2.736
H -4.326 -0.699 -1.165
H -6.766 -0.671 -1.215
H -8.001 1.406 -0.708
H -6.758 3.475 -0.153
H -4.295 3.445 -0.081
C -2.342 -2.259 -1.601
N -1.800 -2.353 -0.219
C -2.909 -2.165 0.752
C -1.357 -3.761 0.009
C -0.482 -4.360 -1.073
N 0.773 -3.628 -1.182
C 1.759 -4.265 -0.308
C 1.244 -3.616 -2.567
H -3.027 -3.086 -1.803
H -1.527 -2.284 -2.323
H -2.871 -1.325 -1.736
H -3.759 -2.791 0.469
H -3.236 -1.133 0.790
H -2.583 -2.472 1.746
H -2.256 -4.380 0.084
H -0.846 -3.799 0.974
H -0.999 -4.360 -2.030
H -0.313 -5.412 -0.818
H 2.060 -5.249 -0.689
H 1.339 -4.407 0.688
H 2.648 -3.648 -0.223
H 1.441 -4.626 -2.947
H 2.163 -3.039 -2.646
H 0.500 -3.143 -3.210
C 5.477 -0.129 0.767
N 4.466 0.914 0.872
C 4.453 1.699 -0.363
N 4.269 0.883 -1.563
C 5.277 -0.170 -1.598
N 5.241 -0.985 -0.390
C 4.053 -1.778 -0.263
P 2.446 -0.705 -0.173
C 3.169 0.381 1.212
C 2.933 0.343 -1.668
H 5.478 -0.734 1.675
H 6.456 0.338 0.660
H 5.408 2.221 -0.446
H 3.649 2.436 -0.308
H 6.264 0.286 -1.680
H 5.113 -0.802 -2.472
H 4.125 -2.361 0.657
H 3.984 -2.461 -1.110
H 3.268 -0.255 2.097
H 2.493 1.195 1.460
H 2.220 1.152 -1.796
H 2.876 -0.302 -2.550
F 0.948 -0.747 6.641
C -0.272 -1.123 6.243
F -1.178 -0.368 6.860
F -0.457 -2.399 6.600
C -0.379 -0.993 4.737
C 0.468 -1.747 3.936
C 0.364 -1.620 2.568
N -0.522 -0.789 1.993
C -1.332 -0.060 2.772
C -1.298 -0.137 4.149
H 1.190 -2.422 4.376
H 0.991 -2.186 1.890
H -2.019 0.608 2.267
H -1.971 0.459 4.748